Molecular formula: C3H34N2O14S
Method: DFT, ωB97M-V/def2-TZVPD

Geometry as ORCA input:
```
! RIJCOSX wB97M-V def2-TZVPD def2/J DEFGRID3
* xyz 0 1
C -2.371 0.355 1.893
C -3.796 0.285 1.126
S -5.230 -0.301 1.935
N -1.290 -0.095 1.015
C -0.143 0.737 0.976
N -0.393 2.094 0.892
O 0.907 0.283 0.567
H -2.194 1.335 2.326
H -2.419 -0.139 2.882
H -3.609 -0.478 0.342
H -3.842 1.312 0.760
H -5.022 -1.629 2.124
H -0.999 -1.059 1.132
H 0.469 2.673 0.829
H -1.027 2.615 1.476
H 2.067 3.935 1.905
H 2.294 4.329 0.341
O 1.693 3.978 1.017
H 0.919 3.401 -2.027
H 1.947 4.372 -2.856
O 1.491 4.186 -2.039
H 4.356 0.051 -0.988
H 4.304 -1.513 -1.236
O 4.889 -0.753 -1.121
H -0.737 -2.367 2.966
H -0.150 -3.571 2.295
O -0.163 -2.599 2.226
H -0.632 -2.986 -1.705
H -1.769 -3.377 -0.665
O -1.007 -3.693 -1.158
H 0.079 -5.806 0.933
H -0.271 -4.383 0.181
O 0.246 -4.863 0.862
H 4.273 0.916 1.778
H 4.280 2.362 1.325
O 4.328 1.817 2.115
H 2.253 -2.557 0.689
H 2.889 -1.138 0.432
O 2.879 -2.062 0.147
H 0.536 -1.192 -0.962
H 1.750 -1.036 -1.525
O 0.843 -1.066 -1.892
H -0.390 1.774 -2.106
H 0.778 0.618 -2.254
O 0.531 1.566 -2.318
H 2.967 1.625 -1.421
H 2.750 1.755 0.066
O 3.432 1.513 -0.579
H -4.759 -0.020 -2.336
H -5.446 0.221 -1.065
O -5.467 0.542 -1.979
H -1.656 -0.285 -2.296
H -2.754 -1.300 -2.640
O -2.610 -0.381 -2.385
*
```

## Properties
**E_HOMO**: -9.655 eV
**M**: 354.37 g mol⁻¹
**E_LUMO**: -0.4 eV
**Gap between HOMO and LUMO**: 9.256 eV
**F_max**: 3.82 eV/Å
**ΔE to the lowest compared entry with this formula, charge and spin**: 404.2 kJ/mol

Molecular formula: C14H16BF12O6
Method: DFT, ωB97M-V/def2-TZVPD

Geometry as ORCA input:
```
! RIJCOSX wB97M-V def2-TZVPD def2/J DEFGRID3
* xyz -1 1
C 1.281 -3.424 3.614
C 0.901 -3.097 2.177
F -0.372 -3.743 1.945
B 0.775 -1.483 1.931
C 1.125 -1.040 0.360
C 2.502 -0.392 0.154
C 2.537 1.085 0.445
F 1.714 1.739 -0.454
F 2.089 1.436 1.672
C 3.959 1.731 0.229
F 4.912 0.795 0.468
F 4.082 2.161 -1.047
C 4.274 2.916 1.172
F 4.427 2.477 2.423
F 3.271 3.811 1.128
C 5.586 3.696 0.779
F 6.221 4.095 1.886
F 6.433 2.945 0.078
F 5.301 4.785 0.067
H 2.326 -3.124 3.748
H 1.166 -4.487 3.854
H 0.682 -2.799 4.283
H 1.618 -3.554 1.478
H -0.324 -1.070 2.284
H 1.601 -0.934 2.672
H 1.143 -1.971 -0.222
H 0.324 -0.432 -0.073
H 2.799 -0.471 -0.903
H 3.234 -0.943 0.746
C -2.965 -3.055 -2.883
C -2.640 -1.641 -2.453
O -1.552 -1.828 -1.586
C -0.897 -2.960 -1.970
O 0.190 -3.275 -1.640
O -1.687 -3.681 -2.825
F -3.673 -1.066 -1.787
H -3.644 -3.531 -2.173
H -3.380 -3.120 -3.886
H -2.338 -0.976 -3.266
C -4.620 3.161 -1.298
C -5.840 2.618 -2.011
O -5.991 1.345 -1.427
C -5.465 1.405 -0.161
O -5.652 0.603 0.685
O -4.717 2.528 -0.025
F -5.637 2.479 -3.347
H -3.701 2.848 -1.795
H -4.626 4.243 -1.192
H -6.752 3.197 -1.855
*
```

## Properties
**E_HOMO**: -4.834 eV
**M**: 519.06 g mol⁻¹
**E_LUMO**: 2.2 eV
**Gap between HOMO and LUMO**: 7.014 eV
**F_max**: 0.85 eV/Å

Molecular formula: H7NSi2
Method: DFT, ωB97M-V/def2-TZVPD

Geometry as ORCA input:
```
! RIJCOSX wB97M-V def2-TZVPD def2/J DEFGRID3
* xyz 0 1
N 1.294 -1.041 -0.163
Si -0.543 1.308 -0.287
Si -0.372 -0.866 0.265
H 1.805 -0.474 -0.806
H 1.771 -1.684 0.560
H -1.855 1.806 -0.538
H -0.168 2.292 0.704
H 0.079 2.126 -1.436
H -0.768 -1.009 1.691
H -1.244 -2.457 0.011
*
```

## Properties
**E_HOMO**: -9.569 eV
**M**: 77.23 g mol⁻¹
**E_LUMO**: 0.3 eV
**Gap between HOMO and LUMO**: 9.829 eV
**F_max**: 3.68 eV/Å
**ΔE to the lowest compared entry with this formula, charge and spin**: 107.1 kJ/mol

Molecular formula: C18H16BrNO3
Method: DFT, ωB97M-V/def2-TZVPD

Geometry as ORCA input:
```
! RIJCOSX wB97M-V def2-TZVPD def2/J DEFGRID3
* xyz 0 1
C 0.918 -1.827 1.763
C -0.150 -1.993 0.722
C 0.097 -2.237 -0.587
C 1.371 -2.209 -1.275
O 1.600 -2.897 -2.258
C 2.391 -1.212 -0.817
C 2.015 0.081 -0.464
C 2.971 1.018 -0.119
C 4.307 0.652 -0.124
C 4.704 -0.624 -0.489
C 3.741 -1.547 -0.849
H 4.026 -2.542 -1.155
H 5.751 -0.886 -0.499
Br 5.625 1.936 0.374
H 2.685 2.024 0.148
H 0.971 0.361 -0.475
H -0.716 -2.559 -1.222
N -1.413 -1.998 1.245
H -1.463 -1.739 2.220
C -2.606 -1.650 0.495
C -2.684 -0.153 0.303
C -3.324 0.636 1.246
C -3.344 2.026 1.158
C -2.686 2.592 0.094
C -2.033 1.806 -0.858
C -2.019 0.436 -0.779
H -1.518 -0.157 -1.525
O -1.460 2.616 -1.799
C -1.785 3.937 -1.424
O -2.541 3.912 -0.232
H -2.374 4.414 -2.224
H -0.860 4.513 -1.263
H -3.851 2.633 1.889
H -3.832 0.163 2.074
H -3.468 -2.007 1.062
H -2.587 -2.161 -0.467
H 0.979 -0.787 2.085
H 0.673 -2.437 2.633
H 1.890 -2.133 1.391
*
```

## Properties
**E_HOMO**: -8.227 eV
**M**: 374.23 g mol⁻¹
**E_LUMO**: 0.4 eV
**Gap between HOMO and LUMO**: 8.653 eV
**F_max**: 1.27 eV/Å
**Structure (SMILES)**: C/C(=C\C(=O)c1ccc(Br)cc1)NCc1ccc2c(c1)OCO2

Molecular formula: CHClS3
Method: DFT, ωB97M-V/def2-TZVPD

Geometry as ORCA input:
```
! RIJCOSX wB97M-V def2-TZVPD def2/J DEFGRID3
* xyz 0 1
C -1.593 -0.870 0.631
S -2.641 -1.951 0.363
S -0.331 -0.100 0.952
S -2.368 1.729 3.448
Cl -2.175 0.404 4.867
H -3.656 2.079 2.311
*
```

## Properties
**E_HOMO**: -9.156 eV
**M**: 144.67 g mol⁻¹
**E_LUMO**: -1.4 eV
**Gap between HOMO and LUMO**: 7.785 eV
**F_max**: 4.70 eV/Å
**ΔE to the lowest compared entry with this formula, charge and spin**: 205.1 kJ/mol

Molecular formula: C10H15BBr2N3O2S
Method: DFT, ωB97M-V/def2-TZVPD

Geometry as ORCA input:
```
! RIJCOSX wB97M-V def2-TZVPD def2/J DEFGRID3
* xyz -1 1
C 1.470 1.390 1.701
C 1.016 1.235 0.249
Br 2.581 1.598 -0.860
C -0.144 2.209 0.001
B -0.872 1.995 -1.382
C -1.874 0.819 -1.708
C -1.335 -0.616 -1.501
C -1.598 -1.149 -0.101
C -1.253 -2.630 0.066
S 0.413 -3.086 -0.539
C 1.243 -3.166 0.992
N 1.771 -4.178 1.597
N 2.279 -3.673 2.796
C 2.004 -2.412 2.812
O 1.352 -2.007 1.693
O -0.702 2.905 -2.493
C 0.249 2.643 -3.302
N 1.145 2.480 -4.004
H 0.595 1.407 2.349
H 1.919 2.376 1.794
H 2.178 0.625 1.999
H 0.774 0.189 0.099
H 0.242 3.266 0.096
H -0.849 2.091 0.823
H -2.165 0.913 -2.755
H -2.804 0.939 -1.147
H -1.879 -1.264 -2.192
H -0.289 -0.666 -1.794
H -2.673 -1.074 0.078
H -1.126 -0.545 0.668
H -1.264 -2.863 1.127
H -1.982 -3.262 -0.430
H 2.232 -1.727 3.605
Br -0.658 5.235 -0.337
*
```

## Properties
**E_HOMO**: -4.060 eV
**M**: 411.94 g mol⁻¹
**E_LUMO**: 2.3 eV
**Gap between HOMO and LUMO**: 6.330 eV
**F_max**: 1.43 eV/Å